A 11-piece molecular cluster, C31H80BN6O18 overall in a non-equilibrium geometry. Source: the OMol25 dataset; level of theory: ωB97M-V/def2-TZVPD.

Element x y z (Å)
O (0.349, 11.126, -18.328)
C (-0.518, 10.308, -18.268)
O (-0.481, 9.125, -18.844)
B (-1.768, 8.480, -18.594)
O (-2.647, 9.432, -17.891)
C (-1.930, 10.520, -17.648)
O (-2.303, 11.529, -17.127)
O (-1.536, 7.235, -17.806)
C (-2.011, 6.196, -18.497)
O (-2.068, 5.075, -18.115)
C (-2.529, 6.735, -19.821)
O (-2.380, 8.039, -19.849)
O (-2.987, 6.066, -20.701)
C (-4.572, 10.422, -19.777)
C (-5.714, 9.428, -19.560)
C (-5.223, 8.111, -18.952)
O (-6.355, 7.253, -18.865)
C (-6.073, 6.078, -18.128)
N (-6.684, 10.101, -18.689)
H (-4.939, 11.419, -20.003)
H (-3.740, 10.101, -20.408)
H (-4.032, 10.448, -18.819)
H (-6.261, 9.266, -20.490)
H (-4.928, 8.353, -17.920)
H (-4.419, 7.545, -19.435)
H (-5.728, 6.208, -17.100)
H (-5.252, 5.548, -18.632)
H (-6.965, 5.466, -18.239)
H (-6.218, 10.305, -17.808)
H (-7.460, 9.493, -18.455)
C (0.712, 8.534, -15.385)
C (1.345, 7.279, -14.784)
C (2.611, 6.886, -15.531)
O (3.147, 5.699, -14.985)
C (4.292, 5.239, -15.663)
N (1.628, 7.572, -13.360)
H (0.424, 8.314, -16.415)
H (1.363, 9.405, -15.278)
H (-0.216, 8.783, -14.866)
H (0.580, 6.501, -14.852)
H (3.321, 7.721, -15.576)
H (2.327, 6.668, -16.571)
H (5.007, 6.042, -15.870)
H (4.064, 4.751, -16.615)
H (4.769, 4.523, -14.996)
H (2.309, 6.847, -13.127)
H (2.109, 8.466, -13.337)
C (3.214, 12.611, -19.526)
C (4.182, 12.164, -20.607)
C (4.043, 13.069, -21.856)
O (3.012, 12.679, -22.739)
C (3.047, 11.342, -23.153)
N (5.557, 12.381, -20.087)
H (3.370, 12.116, -18.564)
H (2.183, 12.437, -19.834)
H (3.373, 13.670, -19.311)
H (4.138, 11.091, -20.799)
H (5.012, 12.951, -22.362)
H (3.899, 14.098, -21.544)
H (2.852, 10.546, -22.427)
H (4.019, 11.117, -23.610)
H (2.260, 11.209, -23.896)
H (5.675, 11.824, -19.244)
H (6.190, 11.914, -20.735)
C (-2.900, 8.660, -23.298)
C (-3.693, 8.768, -24.618)
C (-5.120, 9.266, -24.368)
O (-5.676, 8.475, -23.324)
C (-7.019, 8.850, -23.055)
N (-3.023, 9.778, -25.461)
H (-3.319, 7.845, -22.696)
H (-3.157, 9.480, -22.618)
H (-1.831, 8.527, -23.424)
H (-3.751, 7.801, -25.120)
H (-5.671, 9.190, -25.314)
H (-5.189, 10.311, -24.041)
H (-7.620, 8.471, -23.884)
H (-7.048, 9.924, -22.838)
H (-7.314, 8.422, -22.097)
H (-2.023, 9.613, -25.487)
H (-3.068, 10.606, -24.864)
C (-3.223, 7.543, -12.685)
C (-2.514, 6.363, -12.065)
C (-1.796, 5.583, -13.175)
O (-2.711, 4.998, -14.062)
C (-2.169, 4.176, -15.057)
N (-1.486, 6.812, -11.119)
H (-3.700, 8.176, -11.932)
H (-3.991, 7.302, -13.419)
H (-2.520, 8.197, -13.212)
H (-3.177, 5.735, -11.468)
H (-1.211, 4.784, -12.687)
H (-0.995, 6.204, -13.600)
H (-1.238, 4.517, -15.524)
H (-2.850, 4.138, -15.908)
H (-2.010, 3.153, -14.696)
H (-0.830, 6.059, -10.955)
H (-0.953, 7.604, -11.459)
C (1.281, 12.889, -15.368)
C (0.744, 14.178, -16.050)
C (1.798, 15.143, -16.572)
O (2.619, 15.583, -15.516)
C (3.614, 16.449, -16.024)
N (-0.172, 13.777, -17.123)
H (1.898, 12.333, -16.081)
H (0.457, 12.221, -15.106)
H (1.817, 13.071, -14.433)
H (0.237, 14.635, -15.195)
H (1.293, 15.992, -17.048)
H (2.349, 14.642, -17.380)
H (4.418, 16.667, -15.317)
H (3.199, 17.411, -16.335)
H (4.134, 15.905, -16.821)
H (-0.894, 13.168, -16.768)
H (0.438, 13.254, -17.740)
O (-4.164, 6.955, -16.279)
H (-3.660, 6.248, -15.852)
H (-3.497, 7.589, -16.568)
C (-4.431, 10.144, -14.736)
O (-3.386, 11.125, -14.684)
H (-5.139, 10.383, -15.534)
H (-3.946, 9.173, -14.854)
H (-4.954, 10.253, -13.785)
H (-3.072, 11.299, -15.595)
C (-2.645, 14.170, -19.832)
O (-2.209, 15.288, -19.078)
H (-3.014, 13.347, -19.206)
H (-3.420, 14.444, -20.542)
H (-1.751, 13.746, -20.309)
H (-1.525, 14.964, -18.475)
C (-4.682, 5.098, -23.200)
O (-5.470, 5.810, -24.135)
H (-3.641, 5.437, -23.180)
H (-5.021, 5.320, -22.183)
H (-4.763, 4.040, -23.430)
H (-5.358, 6.764, -23.979)

Cartesian forces (eV/Å) of the 6 atoms listed first:
0.262 0.240 0.312
0.050 0.291 -0.643
-0.457 0.273 0.481
0.226 -1.288 -0.371
1.200 0.144 0.816
0.465 -0.445 -0.506

Calculated values
E_HOMO = -7.11 eV
Kohn-Sham gap = 9.06 eV
E_tot = -79920.0656 eV
Net charge = -1
Strongest force on any atom = 2.081 eV/A
Lowest unoccupied orbital energy = 1.9471 eV

Löwdin atomic charge list, values in e, 2 entries: 0.1444 -0.3703